Record 1
{
  "formula": "C35H39BaBrN5O8Sb",
  "method": "ωB97M-V/def2-TZVPD",
  "total_charge": 0,
  "multiplicity": 1,
  "total_energy_ev": -138036.583,
  "fmax_ev_per_a": 0.53,
  "symbols": ["Ba", "O", "C", "O", "C", "C", "C", "C", "C", "N", "C", "O", "O", "H", "H", "H", "H", "H", "O", "C", "C", "C", "C", "C", "C", "C", "O", "N", "N", "C", "C", "C", "C", "C", "C", "N", "H", "H", "H", "H", "H", "H", "H", "H", "H", "H", "Br", "C", "C", "C", "C", "C", "N", "C", "O", "O", "H", "H", "H", "C", "C", "C", "Sb", "C", "C", "C", "C", "C", "C", "H", "H", "H", "H", "H", "H", "H", "H", "H", "H", "H", "H", "H", "H", "H", "H", "H", "H", "H", "H", "H"],
  "xyz": [[0.252, -0.605, -0.025], [-4.143, -2.372, 1.090], [-3.160, -1.513, 0.808], [-2.496, -1.579, -0.194], [-2.991, -0.473, 1.866], [-3.823, -0.388, 2.976], [-3.551, 0.592, 3.909], [-2.465, 1.426, 3.720], [-1.675, 1.250, 2.587], [-1.957, 0.333, 1.674], [-0.450, 2.066, 2.270], [-0.021, 2.917, 3.208], [0.105, 1.998, 1.206], [-4.172, -3.027, 0.376], [-4.644, -1.077, 3.103], [-4.173, 0.700, 4.787], [-2.260, 2.194, 4.454], [-0.435, 2.754, 4.063], [-1.216, -1.579, 4.477], [-0.175, -1.225, 5.265], [-0.395, -1.153, 6.640], [0.631, -0.789, 7.491], [1.896, -0.494, 6.986], [2.112, -0.565, 5.623], [1.096, -0.930, 4.740], [1.330, -0.931, 3.266], [0.359, -1.328, 2.501], [2.493, -0.504, 2.860], [2.553, -0.410, 1.503], [3.712, -0.409, 0.983], [3.869, -0.311, -0.461], [5.098, -0.623, -1.033], [5.227, -0.607, -2.410], [4.131, -0.271, -3.182], [2.951, 0.048, -2.529], [2.808, 0.048, -1.207], [-0.817, -1.622, 3.559], [-1.380, -1.399, 7.015], [0.447, -0.744, 8.557], [2.701, -0.213, 7.651], [3.081, -0.336, 5.200], [4.604, -0.538, 1.596], [5.929, -0.902, -0.398], [6.170, -0.869, -2.874], [4.174, -0.276, -4.261], [2.066, 0.304, -3.103], [4.252, -3.749, 2.621], [4.252, -3.964, 0.724], [5.344, -4.573, 0.125], [5.308, -4.710, -1.252], [4.212, -4.233, -1.953], [3.179, -3.636, -1.246], [3.202, -3.509, 0.086], [1.988, -3.048, -2.002], [2.060, -3.042, -3.229], [1.059, -2.569, -1.280], [6.174, -4.927, 0.718], [6.131, -5.185, -1.771], [4.131, -4.297, -3.028], [-2.190, 3.958, -4.118], [-1.082, 3.056, -3.581], [-0.001, 3.878, -2.877], [-1.676, 1.432, -2.269], [-3.488, 2.141, -1.307], [-3.174, 3.380, -0.468], [-4.714, 2.339, -2.194], [-2.477, 0.007, -3.694], [-1.361, -0.982, -4.033], [-3.078, 0.608, -4.960], [-1.770, 4.698, -4.806], [-2.675, 4.512, -3.313], [-2.957, 3.405, -4.656], [-0.624, 2.524, -4.421], [-0.400, 4.391, -1.999], [0.397, 4.644, -3.550], [0.833, 3.259, -2.541], [-3.697, 1.315, -0.619], [-2.958, 4.245, -1.097], [-2.307, 3.223, 0.179], [-4.027, 3.646, 0.164], [-4.562, 3.134, -2.924], [-5.580, 2.619, -1.585], [-4.974, 1.430, -2.736], [-3.258, -0.517, -3.133], [-0.523, -0.482, -4.528], [-1.724, -1.749, -4.722], [-0.957, -1.496, -3.158], [-2.328, 1.163, -5.527], [-3.910, 1.281, -4.755], [-3.447, -0.189, -5.613]],
  "atomic_forces_ev_per_a": [[0.35, -0.26, -0.01], [0.04, 0.05, -0.03], [-0.34, -0.18, -0.02], [0.12, 0.03, -0.04], [0.05, 0.16, 0.27], [0.01, -0.07, -0.10], [-0.09, 0.03, 0.08], [0.15, 0.05, -0.07], [-0.29, -0.13, 0.12], [-0.02, -0.01, -0.07], [0.14, 0.24, 0.03], [0.09, -0.07, -0.12], [-0.08, 0.04, 0.16], [0.00, -0.02, -0.02], [0.00, -0.02, -0.02], [0.01, -0.01, 0.00], [0.02, 0.01, 0.00], [0.01, -0.04, 0.00], [0.10, -0.02, -0.15], [0.03, -0.04, 0.01], [0.01, 0.03, 0.01], [0.07, 0.00, -0.03], [-0.10, -0.02, 0.02], [0.02, -0.01, 0.01], [-0.10, 0.10, -0.01], [-0.49, -0.20, -0.06], [0.09, 0.20, 0.32], [0.25, 0.10, 0.30], [-0.04, 0.04, -0.27], [0.08, -0.01, 0.41], [0.10, 0.13, -0.46], [-0.02, 0.00, 0.03], [0.06, -0.01, -0.03], [0.01, -0.01, 0.01], [-0.12, 0.05, 0.02], [0.15, -0.14, -0.05], [0.01, 0.02, 0.05], [0.00, 0.00, 0.00], [0.00, 0.01, 0.00], [0.00, 0.00, 0.01], [0.00, 0.00, 0.00], [-0.04, 0.02, 0.02], [-0.01, -0.01, 0.02], [-0.01, 0.00, 0.00], [-0.02, 0.01, 0.00], [0.00, -0.01, 0.00], [0.00, 0.01, -0.02], [-0.07, 0.02, -0.04], [0.05, -0.02, 0.06], [0.03, -0.03, -0.03], [0.00, 0.01, 0.01], [0.00, 0.00, 0.13], [0.03, -0.02, -0.05], [-0.11, 0.21, 0.10], [-0.05, -0.03, -0.13], [-0.03, -0.19, -0.29], [0.00, 0.00, -0.01], [0.00, 0.00, 0.01], [0.00, 0.00, -0.01], [0.04, -0.03, 0.00], [-0.03, 0.06, 0.02], [0.00, -0.02, -0.03], [-0.07, 0.05, -0.11], [-0.02, 0.04, 0.00], [-0.02, -0.06, 0.00], [0.05, 0.00, 0.05], [0.02, 0.01, -0.02], [-0.03, -0.01, 0.00], [0.02, -0.03, 0.01], [0.01, 0.00, 0.00], [-0.01, 0.01, 0.02], [-0.01, -0.01, 0.00], [0.01, 0.00, -0.01], [-0.01, 0.00, 0.01], [0.00, 0.00, 0.00], [0.00, 0.00, 0.00], [-0.01, -0.02, 0.01], [0.01, 0.02, -0.03], [0.00, -0.01, -0.01], [0.00, 0.00, 0.00], [0.00, 0.00, 0.00], [0.00, 0.00, 0.01], [0.00, -0.01, 0.00], [-0.01, 0.00, 0.00], [0.00, 0.01, 0.00], [0.01, 0.00, 0.00], [0.00, -0.01, -0.01], [0.00, 0.00, 0.00], [-0.02, 0.01, 0.00], [0.00, 0.00, 0.00]]
}



Record 2
{
  "formula": "C15H9FN4O2S2",
  "method": "ωB97M-V/def2-TZVPD",
  "total_charge": 0,
  "multiplicity": 1,
  "smiles": "Fc1ccc(-c2nnc(CSc3nnc(-c4cccs4)o3)o2)cc1",
  "total_energy_ev": -50142.886,
  "fmax_ev_per_a": 1.81,
  "symbols": ["F", "C", "C", "C", "C", "C", "C", "H", "H", "C", "N", "N", "C", "O", "C", "H", "H", "S", "C", "N", "N", "C", "C", "C", "C", "C", "S", "H", "H", "H", "O", "H", "H"],
  "xyz": [[8.074, 0.946, -1.325], [6.845, 0.598, -0.905], [6.715, -0.451, -0.007], [5.453, -0.807, 0.421], [4.336, -0.115, -0.050], [4.490, 0.938, -0.951], [5.751, 1.299, -1.383], [5.897, 2.110, -2.079], [3.621, 1.470, -1.307], [3.024, -0.502, 0.411], [2.740, -1.441, 1.266], [1.408, -1.460, 1.411], [0.927, -0.540, 0.640], [1.900, 0.112, -0.032], [-0.492, -0.185, 0.466], [-1.106, -0.894, 1.017], [-0.764, -0.160, -0.590], [-0.778, 1.509, 1.153], [-2.493, 1.570, 0.972], [-3.265, 2.567, 1.270], [-4.517, 2.185, 0.978], [-4.463, 0.974, 0.512], [-5.545, 0.160, 0.073], [-5.492, -1.124, -0.410], [-6.762, -1.620, -0.747], [-7.753, -0.714, -0.517], [-7.164, 0.767, 0.116], [-8.804, -0.834, -0.685], [-6.932, -2.605, -1.142], [-4.576, -1.677, -0.513], [-3.177, 0.510, 0.478], [5.306, -1.615, 1.119], [7.595, -0.968, 0.341]],
  "atomic_forces_ev_per_a": [[-0.08, -0.03, 0.04], [-0.20, -0.03, 0.04], [0.12, 0.15, -0.13], [-0.21, 0.16, -0.12], [0.27, 0.32, -0.31], [0.01, -0.22, 0.19], [0.28, -0.03, -0.01], [0.04, 0.07, -0.06], [-0.05, 0.06, -0.05], [-0.34, -0.67, 0.59], [1.53, 0.32, -0.43], [-1.62, 0.22, -0.02], [0.03, -0.51, 0.45], [0.16, 0.17, -0.12], [-0.23, 0.60, -0.04], [0.14, -0.02, -0.10], [-0.03, -0.12, 0.08], [0.40, -0.31, -0.03], [-0.37, 0.29, 0.03], [1.77, 0.12, 0.24], [-1.45, -0.94, -0.52], [0.40, 0.95, 0.41], [-0.57, -0.55, -0.28], [0.21, 0.55, 0.23], [-0.38, 0.00, -0.04], [0.15, 0.22, 0.10], [0.30, -0.46, -0.14], [-0.22, -0.04, -0.04], [-0.07, -0.15, -0.07], [0.17, -0.07, -0.01], [-0.25, 0.10, 0.02], [0.03, -0.10, 0.08], [0.09, -0.04, 0.02]]
}